Record 1
Formula: C2H4FNO
Source: the OMol25 dataset
Level of theory: wB97M-V/def2-TZVPD

Geometry as XYZ:
```
9
Properties=species:S:1:pos:R:3
F 0.477 1.934 0.067
O -2.277 -0.245 -0.050
N -0.296 0.808 0.008
C 0.546 -0.400 0.131
C -1.636 0.778 -0.120
H 1.127 -0.298 1.139
H 1.331 -0.375 -0.747
H -2.172 1.865 -0.294
H -0.082 -1.321 0.165
```

E_HOMO ... -9.976 eV
Relative energy (zero: lowest compared OMol25 entry of this formula, charge and spin) ... 71.2 kcal/mol
Kohn-Sham gap ... 10.9 eV
Structure (SMILES) ... CN(F)C=O
Molecular weight ... 77.06 g mol⁻¹

These are the Löwdin partial charges, in e, on atoms 1 to 5: atom 1 (F): 0.0089, atom 2 (O): 0.0135, atom 3 (N): -0.1576, atom 4 (C): -0.0209, atom 5 (C): -0.3459



Record 2
Formula: C3H4BBrN2O2
Source: the OMol25 dataset
Level of theory: wB97M-V/def2-TZVPD

Geometry as XYZ:
```
13
Properties=species:S:1:pos:R:3
Br -2.719 -0.197 0.092
O -0.106 1.858 1.200
O -0.519 1.920 -1.075
N 2.017 0.093 -0.010
N 1.739 -0.987 -0.185
C -0.789 -0.366 0.071
C -0.364 -1.633 0.085
C 1.044 -2.043 -0.207
B -0.269 1.222 0.020
H -0.173 2.833 1.163
H 1.416 -3.010 -0.232
H -0.267 2.906 -1.059
H -1.009 -2.594 0.137
```

E_HOMO ... -8.095 eV
Relative energy (zero: lowest compared OMol25 entry of this formula, charge and spin) ... 35.1 kcal/mol
Kohn-Sham gap ... 8.3 eV
Molecular weight ... 190.79 g mol⁻¹

These are the Löwdin partial charges, in e, on atoms 1 to 5: atom 1 (Br): 0.7362, atom 2 (O): 0.1523, atom 3 (O): 0.1512, atom 4 (N): 0.2663, atom 5 (N): -0.1073



Record 3
Formula: C35H35MgN3O6
Source: the OMol25 dataset
Level of theory: wB97M-V/def2-TZVPD

Geometry as XYZ:
```
80
Properties=species:S:1:pos:R:3
Mg -0.359 0.011 0.436
O 0.929 0.057 -1.140
O -1.166 1.615 -0.347
O -1.948 -0.941 0.951
O -4.097 -1.554 0.851
O -2.841 0.322 -5.835
O -0.980 -0.741 -5.658
N -2.064 -0.388 -5.231
N 0.895 -1.593 1.428
N 0.859 0.994 1.917
C -2.377 -0.709 -3.830
C 0.064 -5.639 0.823
C -3.547 -0.219 -3.278
C -0.401 1.997 -3.900
C 2.639 2.695 0.299
C 1.478 4.607 1.421
C -0.256 1.545 -2.561
C -2.345 3.245 -3.306
C 1.320 -3.664 0.237
C -1.469 -1.468 -3.110
C 1.006 -5.003 0.033
C -0.345 4.290 2.949
C -0.221 2.912 2.840
C -1.425 2.814 -4.282
C 0.657 -2.992 1.264
C 1.891 0.350 -3.256
C 0.815 0.647 -2.238
C 2.901 0.891 3.293
C -0.283 -3.610 2.089
C -3.797 -0.473 -1.939
C -2.872 -1.168 -1.169
C 1.782 0.330 2.475
C 0.503 5.136 2.250
C 1.638 3.229 1.284
C 2.362 -2.974 -0.590
C 2.557 -2.027 3.191
C -3.037 -1.247 0.344
C 1.705 -1.176 2.305
C -2.238 2.854 -2.006
C -1.204 1.969 -1.572
C 0.795 2.413 2.029
C -0.977 -2.862 3.186
C -1.149 1.980 3.553
C -0.567 -4.947 1.843
C -1.727 -1.687 -1.769
H 2.662 -3.604 -1.425
H -3.162 3.894 -3.599
H -1.023 -2.264 -1.179
H 3.549 3.294 0.317
H -0.268 -2.486 3.928
H -1.125 4.698 3.579
H 0.300 1.658 -4.647
H -1.304 -5.444 2.459
H 2.125 5.267 0.857
H -4.221 0.368 -3.884
H 2.336 -1.826 4.239
H 2.331 1.265 -3.649
H 2.006 -2.018 -0.974
H 0.392 6.207 2.339
H 1.474 -0.198 -4.102
H -1.673 -3.518 3.704
H 1.508 -5.544 -0.758
H 2.394 -3.083 2.990
H -1.914 2.541 4.084
H 3.855 0.671 2.809
H -1.531 -2.017 2.779
H -0.581 -1.851 -3.591
H 3.610 -1.792 3.035
H 2.805 1.967 3.412
H -1.651 1.300 2.860
H 3.256 -2.761 0.003
H 2.223 2.753 -0.710
H -0.619 1.361 4.281
H -0.182 -6.675 0.642
H 2.930 0.420 4.274
H -2.946 3.176 -1.255
H -1.535 3.122 -5.311
H 2.907 1.654 0.471
H -4.692 -0.096 -1.464
H 2.660 -0.259 -2.787
```

E_HOMO ... -7.808 eV
Kohn-Sham gap ... 7.1 eV
Molecular weight ... 617.99 g mol⁻¹

These are the Löwdin partial charges, in e, on atoms 1 to 5: atom 1 (Mg): 0.6220, atom 2 (O): -0.0472, atom 3 (O): -0.0743, atom 4 (O): -0.1099, atom 5 (O): 0.0751



Record 4
Formula: C22H20AlBF2Li2N3O23S
Source: the OMol25 dataset
Level of theory: wB97M-V/def2-TZVPD

Geometry as XYZ:
```
75
Properties=species:S:1:pos:R:3
S -0.751 -6.283 1.139
Al -2.335 -8.611 -6.349
F -3.812 -6.373 -5.926
F -3.368 9.365 3.682
O 0.857 3.853 4.103
O 2.451 -1.443 -3.959
O -1.275 6.372 6.196
O 5.987 -2.328 3.056
O -0.178 0.259 -7.054
O 5.505 -6.070 0.096
O -0.763 7.200 4.151
O -1.277 -2.251 -6.160
O -4.774 -3.459 -4.519
O -6.346 8.853 8.732
O 1.028 0.106 -5.168
O 1.880 -0.084 -0.848
O 0.166 1.999 2.982
O 0.127 -1.952 -4.435
O -4.640 -5.099 -3.161
O -2.242 -5.385 -5.532
O 3.946 -1.498 -2.281
O 0.764 -0.288 -2.789
O 2.107 3.076 2.502
O -5.204 7.598 7.217
O -5.757 -5.297 -4.964
O -2.521 8.028 5.278
O -5.103 9.759 7.129
N 0.105 -3.902 -0.428
N -5.059 -4.617 -4.212
N 6.224 -4.163 1.510
C 1.442 -2.326 1.283
C 1.821 -0.464 -1.988
C 2.597 -4.479 0.010
C 3.938 -4.227 0.727
C -1.425 8.113 3.283
C 5.331 -4.990 0.696
C 2.812 -2.042 1.996
C 0.131 -0.328 -6.032
C 0.963 2.884 3.174
C -2.214 8.943 4.241
C -0.297 -4.966 0.228
C 0.081 -5.930 -5.803
C -1.309 -5.970 -6.405
C 5.475 -3.071 2.193
C 2.870 -1.182 -2.715
C -1.503 7.135 5.283
C -0.321 3.769 4.896
C -5.601 8.667 7.757
C 2.351 2.113 1.476
C 1.374 -3.532 0.297
C 3.975 -2.999 1.675
C -0.426 -1.602 -5.577
B 1.096 -0.894 -4.084
Li -2.087 -0.575 -7.231
Li -2.651 5.106 6.949
H 0.809 -6.396 -6.472
H 2.986 -1.195 2.730
H -1.977 -4.457 -5.380
H 2.434 1.110 1.900
H -1.637 -7.001 -6.573
H -4.614 9.217 6.479
H -2.057 7.557 2.585
H 1.566 2.149 0.718
H 7.086 -3.842 1.027
H 3.300 2.364 1.000
H -1.669 9.797 4.654
H -0.304 4.593 5.607
H -1.214 3.869 4.272
H -0.344 2.830 5.455
H 0.389 -4.899 -5.611
H 0.100 -6.452 -4.842
H -1.335 -5.439 -7.361
H 0.529 -1.679 1.494
H 2.500 -5.347 -0.716
H -0.709 8.703 2.711
```

E_HOMO ... -9.293 eV
Total charge ... +1
Kohn-Sham gap ... 0.8 eV
Molecular weight ... 816.14 g mol⁻¹

These are the Löwdin partial charges, in e, on atoms 1 to 5: atom 1 (S): 0.6718, atom 2 (Al): 1.1144, atom 3 (F): -0.3089, atom 4 (F): 0.1062, atom 5 (O): 0.0122



Record 5
Formula: C18H25NO3
Source: the OMol25 dataset
Level of theory: wB97M-V/def2-TZVPD

Geometry as XYZ:
```
47
Properties=species:S:1:pos:R:3
O -2.643 -1.788 -0.453
O 1.521 -0.471 0.232
O -2.275 2.319 -0.751
N 2.615 1.201 -0.834
C -4.942 -1.491 0.229
C 4.337 -0.560 -0.944
C -5.994 -0.647 0.529
C -4.613 1.228 0.087
C -3.696 -0.990 -0.142
C -6.986 1.645 0.803
C -2.270 1.117 -0.573
C 3.976 0.844 -0.452
C -3.524 0.407 -0.213
C -0.995 0.319 -0.678
C 5.963 -0.809 0.947
C -2.784 -3.186 -0.377
C -5.848 0.733 0.462
C 5.600 0.587 1.443
C 4.163 0.929 1.066
C 0.220 1.210 -0.910
C 1.503 0.541 -0.439
C 5.774 -0.899 -0.564
H 4.638 1.572 -0.936
H 6.997 -1.041 1.209
H -5.102 -2.556 0.289
H -1.808 -3.587 -0.645
H 0.306 1.484 -1.963
H -3.040 -3.512 0.636
H 4.208 -0.610 -2.027
H -6.788 2.655 0.457
H 3.477 0.225 1.537
H 6.457 -0.202 -1.058
H 2.491 2.059 -1.347
H -0.850 -0.253 0.242
H 3.652 -1.273 -0.485
H 6.017 -1.906 -0.911
H -7.911 1.292 0.351
H 3.910 1.935 1.409
H -6.944 -1.073 0.818
H -7.132 1.674 1.883
H 5.717 0.640 2.528
H -4.452 2.294 0.019
H -3.535 -3.557 -1.083
H 0.092 2.136 -0.341
H -1.099 -0.411 -1.482
H 5.317 -1.542 1.434
H 6.279 1.319 0.998
```

E_HOMO ... -8.521 eV
Relative energy (zero: lowest compared OMol25 entry of this formula, charge and spin) ... 28.7 kcal/mol
Kohn-Sham gap ... 9.1 eV
Structure (SMILES) ... COc1ccc(C)cc1C(=O)CCC(=O)NC1CCCCC1
Molecular weight ... 303.40 g mol⁻¹

These are the Löwdin partial charges, in e, on atoms 1 to 5: atom 1 (O): -0.1054, atom 2 (O): 0.0613, atom 3 (O): 0.0785, atom 4 (N): 0.0933, atom 5 (C): -0.0119



Record 6
Formula: C6H12N3OP
Source: the OMol25 dataset
Level of theory: wB97M-V/def2-TZVPD

Geometry as XYZ:
```
23
Properties=species:S:1:pos:R:3
P 0.166 0.591 -1.379
O 3.199 -0.804 0.490
N -0.364 1.976 -0.655
N -0.822 -0.672 -0.653
N 1.463 0.273 -0.345
C 2.496 -0.371 -0.564
C -0.319 -1.632 0.008
C -1.486 2.539 -0.824
C 3.136 -0.653 -1.878
C -1.365 -2.719 0.595
C -1.655 4.049 -0.806
H 3.869 0.140 -2.067
H 2.418 -0.544 -2.744
H -2.517 2.145 -0.770
H -1.062 4.575 -0.048
H 3.600 -1.618 -1.706
H -1.168 4.263 -1.794
H -1.020 -3.162 1.503
H -2.676 4.387 -0.812
H 0.731 -1.807 0.336
H -2.324 -2.319 0.901
H -1.580 -3.575 -0.042
H 2.799 -0.670 1.366
```

E_HOMO ... -8.223 eV
Relative energy (zero: lowest compared OMol25 entry of this formula, charge and spin) ... 33.8 kcal/mol
Kohn-Sham gap ... 9.0 eV
Structure (SMILES) ... C/C=N/P(/N=C/C)/N=C(\C)O
Molecular weight ... 173.16 g mol⁻¹

These are the Löwdin partial charges, in e, on atoms 1 to 5: atom 1 (P): 0.7793, atom 2 (O): 0.0546, atom 3 (N): -0.1658, atom 4 (N): -0.1436, atom 5 (N): -0.1194